9
Properties=species:S:1:pos:R:3:forces:R:3 method="wB97M-V/def2-TZVPD" relative_energy_kcal_mol=96.75 smiles="O=CNOC=S" e_homo_ev=-9.64 total_energy_ev=-18539.2571 total_charge=0
C 0.9790 -0.8436 1.0448 1.4177 2.8647 4.4594
C -0.8261 0.5382 -1.5445 -0.7976 -0.2640 4.7042
H 1.4047 -0.5411 2.1101 -1.2604 -0.5927 -1.3500
H -0.2564 0.9394 1.2549 0.4307 -2.4145 -2.6567
H -1.0867 -0.0386 -2.4102 0.6419 0.0327 -0.6693
N -0.0799 -0.0071 0.6868 0.9562 0.3870 2.6031
O 1.5918 -1.6099 0.3942 0.0775 -1.3070 -1.1805
O -0.1575 -0.2803 -0.6275 -1.7327 1.1688 -4.6747
S -1.5688 1.8431 -0.9086 0.2666 0.1250 -1.2355



9
Properties=species:S:1:pos:R:3:forces:R:3 method="wB97M-V/def2-TZVPD" relative_energy_kcal_mol=70.09 smiles="O=C1NOCS1" e_homo_ev=-9.48 total_energy_ev=-18540.4133 total_charge=0
C 1.3694 0.0711 0.0475 -2.3296 1.6297 -1.6711
C -1.2121 0.4589 0.0328 1.7458 1.6210 1.5060
H 0.7733 -1.8281 -0.1627 1.0677 -1.9397 -0.6150
H -1.4937 0.7628 1.0776 0.2540 -1.5272 -0.6379
H -1.9963 0.7068 -0.6017 -1.1181 0.7496 -1.3250
N 0.4554 -0.9817 0.1822 0.8199 0.5744 1.4136
O 2.5345 -0.0059 -0.1490 0.7434 -0.5340 0.7377
O -0.8278 -0.8497 -0.3238 -0.1392 2.1016 0.6912
S 0.3974 1.6659 -0.1028 -1.0439 -2.6755 -0.0996



10
Properties=species:S:1:pos:R:3:forces:R:3 method="wB97M-V/def2-TZVPD" relative_energy_kcal_mol=144.83 e_homo_ev=-8.81 total_energy_ev=-29371.6974 total_charge=0
C 2.3007 -0.0243 0.9251 0.6436 0.1808 -5.8170
C 2.2226 -0.9747 -0.8483 -0.8155 0.3429 1.7481
N -0.4085 0.5747 -0.7036 -0.1804 -0.8644 -0.4756
O 1.7832 1.2018 0.7009 0.9102 0.3612 1.9031
O -0.0885 2.8121 0.3616 -1.6829 1.7028 2.3925
S 3.6247 -0.6761 -0.1306 0.3286 0.9584 1.2240
S 0.6439 1.8249 -0.3089 0.8341 -1.3828 -4.6901
H 1.9391 -0.5185 1.7223 -0.9981 -2.1658 2.3103
H -1.4617 0.6868 -0.7715 2.1310 0.0697 0.2949
H 0.0772 -0.0438 -1.4097 -1.1706 0.7973 1.1099



9
Properties=species:S:1:pos:R:3:forces:R:3 method="wB97M-V/def2-TZVPD" relative_energy_kcal_mol=93.35 smiles="O=CO/C=N/O" e_homo_ev=-9.99 total_energy_ev=-9752.0413 total_charge=0
C 0.3596 0.5353 -0.0576 1.9201 -1.6206 -0.6434
C -1.8055 -0.2812 -0.0167 -0.5363 -3.9623 0.0702
H 2.7000 0.2596 0.1854 -1.4156 -2.4304 -0.5755
H 0.8193 1.5183 0.3110 -0.2568 -1.7012 -0.5552
H -2.8499 -0.0057 0.2841 0.9048 0.3695 -0.4638
N 0.9381 -0.6311 -0.3182 -0.9167 3.8245 0.9495
O 2.2897 -0.6812 -0.0378 1.0516 2.3822 0.4730
O -0.9874 0.7417 -0.2683 0.4242 0.6147 0.4401
O -1.4638 -1.4557 -0.0817 -1.1752 2.5238 0.3051



9
Properties=species:S:1:pos:R:3:forces:R:3 method="wB97M-V/def2-TZVPD" relative_energy_kcal_mol=30.53 smiles="N=C=O.O=CO" e_homo_ev=-10.51 total_energy_ev=-9754.7654 total_charge=0
C -1.8547 0.4981 0.0332 0.0522 -0.1684 -0.0464
C 0.8683 -0.6724 -0.3506 0.8902 -1.2955 -0.7697
N -0.6960 0.7954 -0.0393 -0.0326 1.2677 0.0611
O -2.8950 0.0089 0.0598 -1.0840 -0.2011 0.0946
O 0.3537 -1.6802 0.0411 -0.0736 -0.2223 0.1241
O 1.7563 0.0430 0.3489 0.5210 0.4385 0.3771
H 0.8513 -0.3234 -1.3937 -0.0166 -0.0405 0.2124
H -0.2075 1.6600 0.0572 -0.1449 0.2998 0.1037
H 1.8237 -0.3293 1.2433 -0.1116 -0.0782 -0.1569



9
Properties=species:S:1:pos:R:3:forces:R:3 method="wB97M-V/def2-TZVPD" relative_energy_kcal_mol=103.34 smiles="O=C1NOCO1" e_homo_ev=-10.42 total_energy_ev=-9751.6081 total_charge=0
C -1.2155 0.0501 -0.2368 0.7341 -1.2046 3.3849
C 0.8306 -0.7048 0.0828 4.0397 -2.4115 2.4468
H -0.3910 2.0370 -0.2812 -0.3804 1.8123 -1.4838
H 1.7817 -1.4202 -0.2647 -3.0726 1.7163 0.0561
H 1.1884 -0.4583 1.1768 -1.9991 -1.7889 -0.8817
N -0.2835 1.1738 0.1457 0.6574 -5.3762 -0.5161
O -2.3713 -0.0498 -0.0509 -1.5518 1.7007 -1.1279
O 0.9923 0.5597 -0.3865 -1.6459 2.3465 -1.5926
O -0.5317 -1.1874 -0.1854 3.2185 3.2054 -0.2857



9
Properties=species:S:1:pos:R:3:forces:R:3 method="wB97M-V/def2-TZVPD" relative_energy_kcal_mol=188.66 e_homo_ev=-9.80 total_energy_ev=-9747.9082 total_charge=0
C 2.1188 1.2913 0.2430 -2.1235 -0.2128 -1.7139
C 0.6504 1.4910 0.3226 -2.3892 4.2695 1.2827
N -2.1923 -1.4202 -0.2060 -1.2532 1.0633 -0.7105
O -2.9453 -0.9109 0.5981 0.6936 -0.4368 0.2568
O -2.4949 -1.7459 -1.3321 0.2676 -0.4367 -0.0479
O 0.9435 0.3767 -0.0208 0.9202 -3.8721 -1.0780
H 2.5470 1.4506 -0.6837 1.3836 0.6039 -1.2711
H 2.5625 0.9507 1.0709 2.1783 -0.8254 2.7812
H -1.1896 -1.4832 0.0079 0.3226 -0.1531 0.5007



9
Properties=species:S:1:pos:R:3:forces:R:3 method="wB97M-V/def2-TZVPD" s_squared=2.01 relative_energy_kcal_mol=0.00 e_homo_ev="-8.31 / -12.72" total_energy_ev=-9752.3849 total_charge=0 spin_multiplicity=3
C 2.2500 0.5743 0.0426 0.0295 0.1909 -0.0741
C -1.4060 0.0211 0.0592 -0.3047 1.4307 0.1703
N -0.1372 -0.6555 -0.0164 -0.3074 -0.3693 0.2223
O 2.7780 0.0019 0.8793 0.7929 -0.9383 1.2499
O 1.7394 1.1747 -0.7884 -0.5664 0.9866 -1.2539
O -0.1382 -1.8001 -0.4087 0.5959 -1.2669 -0.4002
H -1.4502 0.4890 1.0429 -0.3282 -0.0173 -0.0222
H -1.3697 0.8221 -0.6825 -0.2789 0.0455 -0.0097
H -2.2662 -0.6275 -0.1281 0.3673 -0.0619 0.1176



10
Properties=species:S:1:pos:R:3:forces:R:3 method="wB97M-V/def2-TZVPD" relative_energy_kcal_mol=60.77 smiles="O=C(S)C(=O)NO" e_homo_ev=-9.96 total_energy_ev=-20587.5711 total_charge=0
C 0.0283 0.5484 -0.1123 -3.2405 2.2047 -1.8185
C -0.8828 -0.6968 -0.2369 -0.5700 0.9263 1.6683
H 1.8934 -1.4079 -0.3049 -0.4848 1.6298 3.7758
H 1.7216 1.2693 0.3933 -0.3425 -2.8406 -1.9536
H -2.3286 1.1000 0.2268 -0.1840 -1.3904 -0.0669
N 1.3476 0.3273 -0.1391 0.9716 5.6961 2.0393
O 1.6997 -0.7661 0.5507 2.4073 -4.5209 -2.7756
O -0.4769 1.6769 -0.2060 1.2536 -1.5318 0.4351
O -0.4026 -1.7738 -0.3935 -0.7991 -0.6667 -0.7707
S -2.5996 -0.2773 0.2219 0.9884 0.4936 -0.5333



10
Properties=species:S:1:pos:R:3:forces:R:3 method="wB97M-V/def2-TZVPD" relative_energy_kcal_mol=137.54 e_homo_ev=-9.11 total_energy_ev=-20584.2419 total_charge=0
C -1.4448 -1.0998 0.2076 2.1415 -0.6187 -1.7890
C -1.2085 0.2177 0.1568 1.6745 0.7230 -0.2039
N 1.4983 -0.5583 0.6548 2.1242 0.4547 2.1953
O -0.4321 -1.8159 -0.3511 -1.6041 1.6321 1.9530
O 2.3313 0.2373 0.9964 -1.2912 -0.8725 -0.8259
O 0.9894 1.5233 -0.9326 -4.7651 -1.1049 0.7924
S 0.4387 -0.0495 -0.6107 -0.5845 0.6404 -2.9284
H -2.3256 -1.5594 0.5255 -1.3602 -0.8666 0.4328
H -1.6565 1.1961 0.3252 0.2031 -0.5714 0.1029
H 1.8097 1.9084 -0.9720 3.4618 0.5839 0.2707



10
Properties=species:S:1:pos:R:3:forces:R:3 method="wB97M-V/def2-TZVPD" relative_energy_kcal_mol=77.36 smiles="O=C(O)C[N+](=O)[O-]" e_homo_ev=-11.19 total_energy_ev=-11799.9534 total_charge=0
C -1.3217 -0.1023 -0.0022 -1.5436 -1.1810 -0.2565
C 0.0325 -0.7236 0.3250 -0.5564 -1.1693 -0.4126
H -0.4731 1.5483 -0.0488 -0.4232 0.2494 0.1469
H 0.1566 -1.6686 -0.2001 -0.5101 0.0039 0.0221
H 0.0643 -0.9790 1.3861 0.1291 0.3498 0.0275
N 1.2878 -0.0361 -0.0213 0.4417 0.6517 1.1261
O -1.4019 1.2127 -0.0726 0.8056 0.2364 -0.1331
O -2.2859 -0.8337 -0.1381 1.5123 0.9904 0.3083
O 2.2081 -0.7821 -0.2384 0.2769 0.5401 -0.3544
O 1.3514 1.1915 0.0834 -0.1321 -0.6714 -0.4742



10
Properties=species:S:1:pos:R:3:forces:R:3 method="wB97M-V/def2-TZVPD" relative_energy_kcal_mol=173.80 e_homo_ev=-10.87 total_energy_ev=-11795.7712 total_charge=0
C -0.1849 0.4329 -0.8094 -0.7608 0.1934 0.2219
C 0.0711 -0.7490 -0.2894 1.4132 -2.4231 3.6650
N -0.3141 1.6115 0.0296 0.9730 1.7441 -0.5141
O -0.0489 1.5952 1.2007 0.1292 -1.2669 1.2094
O -0.5696 2.6733 -0.5135 -0.5872 -0.5157 -1.1852
O 0.2251 -1.8768 -0.9421 -0.1400 0.1332 0.3405
O 0.5942 -1.1733 1.6532 -0.8603 1.6248 -3.5739
H -0.4639 0.5039 -1.8697 0.1574 0.2608 0.7144
H -0.1368 -2.7094 -0.5563 0.2907 1.1512 0.2445
H 0.8278 -0.3084 2.0969 -0.6152 -0.9018 -1.1225



8
Properties=species:S:1:pos:R:3:forces:R:3 method="wB97M-V/def2-TZVPD" relative_energy_kcal_mol=37.96 smiles="C=NSC=O" e_homo_ev=-9.54 total_energy_ev=-16493.5521 total_charge=0
C -0.3965 -0.8035 0.1646 -0.0802 0.2322 1.2015
C 0.5855 2.3258 -1.4629 -0.5084 0.3254 -1.4608
N -0.1129 0.2954 -0.3803 1.1522 -0.7165 1.2736
O 0.8126 3.1060 -2.3407 0.5222 0.3017 0.8295
S -0.6535 1.0991 -1.6784 -1.0414 -0.3175 -0.6057
H -1.3217 -1.3541 -0.1271 0.9399 -0.2494 0.4137
H 0.2859 -1.0276 1.0855 -1.6433 -0.1846 -1.6990
H 0.9966 2.1242 -0.4641 0.6590 0.6086 0.0472



8
Properties=species:S:1:pos:R:3:forces:R:3 method="wB97M-V/def2-TZVPD" relative_energy_kcal_mol=39.95 smiles="O=CNC=S" e_homo_ev=-8.54 total_energy_ev=-16493.4659 total_charge=0
C -1.1444 0.2226 0.0815 -2.6136 -0.0531 -0.8547
C 0.7404 -1.3335 0.3834 1.9521 -0.6442 -3.9221
H -2.3092 0.2769 0.1279 1.9648 -0.0898 0.1191
H -1.3405 -1.6828 0.3096 -4.3266 -5.3420 1.4292
H 0.7174 -2.4458 0.6662 0.8983 1.4596 0.2826
N -0.7021 -1.0618 0.1789 7.6909 6.1732 -0.2877
O 1.7829 -0.7326 -0.0902 -5.7215 -2.6270 3.1555
S -0.2495 1.4882 -0.2765 0.1557 1.1234 0.0781



8
Properties=species:S:1:pos:R:3:forces:R:3 method="wB97M-V/def2-TZVPD" relative_energy_kcal_mol=81.88 e_homo_ev="-9.31 / -9.30" total_energy_ev=-16491.6477 total_charge=0
C -1.4639 -0.6485 0.3481 -4.9684 2.0056 -0.7670
C -0.4311 0.2173 -0.2272 0.1167 2.5713 -0.7920
N 0.4606 0.0359 -1.0937 0.5183 -1.6571 -0.9713
O -4.0373 0.1070 0.6197 -5.2270 -1.5351 2.5597
S -2.8747 0.3242 -0.0958 7.2667 -0.6384 -1.0033
H -1.7618 -1.5879 0.8841 1.3452 0.9221 -0.4930
H -0.6539 1.3819 -0.1501 0.6329 -2.3695 0.6783
H 0.4989 -0.9564 -1.4290 0.3155 0.7011 0.7885



8
Properties=species:S:1:pos:R:3:forces:R:3 method="wB97M-V/def2-TZVPD" relative_energy_kcal_mol=27.18 smiles="C1=NCOS1" e_homo_ev=-8.51 total_energy_ev=-16494.0195 total_charge=0
C -1.4136 -0.3095 -0.4671 0.1764 -0.2060 0.0001
C 0.7153 -0.1839 0.1560 0.7793 0.3283 0.2945
N -0.5270 0.4704 -0.0356 -0.4523 0.5484 0.0037
O 0.6264 -1.5700 -0.1961 -0.0803 -0.5362 -0.1489
S -0.9035 -1.9574 -0.7143 0.1154 -0.0820 0.0128
H -2.4221 -0.0129 -0.6781 -0.3747 0.1168 -0.0767
H 1.4876 0.2887 -0.4686 -0.1169 -0.1144 0.0830
H 1.0199 -0.1079 1.2102 -0.0468 -0.0549 -0.1686



9
Properties=species:S:1:pos:R:3:forces:R:3 method="wB97M-V/def2-TZVPD" relative_energy_kcal_mol=9.81 smiles="NC(=O)C(=S)S" e_homo_ev=-9.05 total_energy_ev=-27330.3516 total_charge=0
C -0.5774 -0.5964 -0.1660 1.6827 -0.4113 0.5961
C 0.7531 0.1744 -0.1264 -0.2688 1.5204 0.1437
H -1.5307 1.1761 0.3222 -0.0707 -2.1445 -0.3154
H -2.5838 -0.2240 0.1722 -0.6789 -0.5705 -0.1094
H 3.0796 0.1979 0.1528 -1.5490 -1.5590 -0.1943
N -1.6596 0.1229 0.2197 1.2314 1.6667 -0.2003
O -0.3919 -1.7822 -0.4099 -1.7415 0.4457 0.0130
S 2.1082 -0.8756 0.0493 1.2908 1.3653 0.0710
S 0.8024 1.8069 -0.2140 0.1040 -0.3129 -0.0044



9
Properties=species:S:1:pos:R:3:forces:R:3 method="wB97M-V/def2-TZVPD" relative_energy_kcal_mol=43.13 smiles="NC(=O)C(=S)S" e_homo_ev=-9.21 total_energy_ev=-27328.9066 total_charge=0
C 0.3671 0.1330 0.0293 0.5873 3.4483 -0.2843
C -0.8673 -0.7895 -0.1786 1.7184 -0.4409 2.6332
H 0.8835 2.1979 -0.0505 -2.6812 -2.6023 -0.9020
H -0.8810 1.8145 -0.4111 1.1318 -0.8839 0.2088
H 1.3495 -1.9037 0.5180 -2.7919 0.1978 -1.6335
N 0.0839 1.4422 -0.3027 2.2946 1.8515 1.2347
O 1.5197 -0.2066 0.3806 -2.0797 1.2413 -0.4112
S 0.0036 -2.2769 -0.1529 -0.0614 -2.4559 0.3202
S -2.4589 -0.4109 0.1677 1.8821 -0.3558 -1.1659



9
Properties=species:S:1:pos:R:3:forces:R:3 method="wB97M-V/def2-TZVPD" relative_energy_kcal_mol=27.63 smiles="O=CSNC=S" e_homo_ev=-8.65 total_energy_ev=-27329.5789 total_charge=0
C -1.1925 1.3918 -0.0207 -1.3310 0.7546 -0.0673
C 1.3490 -1.5185 0.2589 0.4621 -0.8855 2.8589
H -1.5709 1.6501 0.9862 0.7057 -0.3678 -0.2689
H -0.0485 0.0668 -1.0471 0.2158 -0.1163 -0.3093
H 1.9421 -2.2254 0.9361 -0.5154 0.7513 -0.7064
N -0.3131 0.3990 -0.1333 0.1090 -0.0736 0.8225
O 1.3352 -1.5520 -0.9133 0.1941 -0.1374 -2.3362
S -1.8836 2.1994 -1.2765 0.3940 -0.2915 0.2082
S 0.3824 -0.4112 1.2097 -0.2343 0.3661 -0.2015



9
Properties=species:S:1:pos:R:3:forces:R:3 method="wB97M-V/def2-TZVPD" relative_energy_kcal_mol=60.13 e_homo_ev=-9.02 total_energy_ev=-27328.1697 total_charge=0
C 0.2487 0.9103 0.2809 -0.8004 0.9062 0.5188
C 0.9489 -0.3541 0.2050 -0.0522 -1.4146 -0.1059
H -2.6027 0.8982 -0.7178 -0.1902 0.1601 0.0016
H 0.7507 1.7519 0.7853 0.0989 -0.5937 -0.4999
H 0.9674 -2.6115 -0.3320 0.0754 0.0479 0.1587
N -0.9458 1.2463 -0.0203 -0.2045 1.0870 0.1967
O -1.8257 0.3606 -0.5580 0.7401 -0.7038 -0.0564
S -0.0573 -1.7489 -0.2749 0.4824 0.4966 -0.0526
S 2.5158 -0.4528 0.6319 -0.1495 0.0144 -0.1610